Entry from the Open Molecules 2025 dataset: one molecule with the formula C18H22N2O5S (wB97M-V/def2-TZVPD).

XYZ file:
```
48
Properties=species:S:1:pos:R:3:forces:R:3:nbo_charge:R:1
S 0.859 2.503 0.246 0.372 0.844 0.103 2.300
O -6.307 0.489 -0.364 0.250 0.126 0.138 -0.493
O 0.548 2.291 -1.136 0.267 -0.053 -0.062 -0.926
O -0.241 2.554 1.164 0.065 0.026 0.315 -0.947
O 0.651 -1.617 2.415 0.067 -0.128 0.337 -0.633
O 4.750 -2.389 -0.536 0.056 0.263 -0.237 -0.506
N -0.088 -0.572 0.551 -0.318 0.007 -0.284 -0.614
N 1.910 1.314 0.798 -0.849 0.620 -0.016 -0.678
C -1.058 -1.576 0.182 0.048 -0.325 0.062 -0.232
C 4.730 -0.411 -1.780 -0.014 -0.205 0.110 -0.292
C 4.254 0.861 -2.009 -0.008 -0.051 0.108 -0.172
C -2.452 -1.020 0.029 0.012 -0.043 -0.070 -0.069
C -3.406 -1.759 -0.654 0.184 0.144 0.121 -0.194
C 0.638 -0.652 1.677 0.287 0.268 -0.097 0.664
C 1.480 0.597 1.974 -0.226 -0.201 0.526 -0.324
C -2.821 0.209 0.565 -0.074 -0.100 -0.060 -0.195
C 2.835 0.726 -0.077 0.645 0.010 -0.688 0.177
C -4.109 0.679 0.413 -0.273 -0.033 -0.083 -0.244
C -4.703 -1.299 -0.807 -0.320 0.050 -0.053 -0.261
C -7.309 -0.214 -1.054 -0.140 -0.107 -0.101 -0.251
C 3.305 -0.567 0.156 -0.062 -0.160 0.223 -0.388
C -5.066 -0.068 -0.273 0.179 0.055 0.092 0.284
C 4.292 -3.181 0.536 -0.079 -0.145 0.193 -0.257
C 3.317 1.440 -1.168 0.049 -0.035 0.003 -0.278
C 4.249 -1.137 -0.690 0.054 0.201 -0.182 0.412
C 1.805 4.035 0.453 -0.385 -0.675 -0.138 -0.862
H 2.861 3.819 0.361 0.169 -0.043 -0.062 0.249
H -8.198 0.413 -1.004 0.035 -0.083 -0.032 0.200
H 1.573 4.414 1.439 -0.012 0.009 0.167 0.254
H -1.037 -2.332 0.976 0.050 0.086 -0.195 0.242
H 0.848 1.279 2.547 0.132 -0.235 0.111 0.267
H 4.811 -4.133 0.438 -0.065 0.056 0.052 0.202
H -2.104 0.814 1.098 0.063 0.047 0.036 0.229
H 5.461 -0.868 -2.426 0.092 -0.058 -0.085 0.223
H 2.940 2.422 -1.390 0.069 0.082 -0.104 0.215
H 4.541 -2.732 1.503 -0.023 -0.001 -0.033 0.178
H 2.926 -1.134 0.986 -0.006 -0.113 0.130 0.235
H -0.078 0.271 -0.003 0.021 -0.190 0.011 0.405
H -3.136 -2.717 -1.076 0.031 -0.103 -0.071 0.206
H 3.212 -3.349 0.484 0.026 0.024 0.004 0.184
H 4.616 1.422 -2.857 0.035 0.048 -0.081 0.217
H -7.040 -0.374 -2.104 -0.006 -0.010 0.043 0.175
H 1.485 4.734 -0.311 -0.106 0.053 -0.134 0.254
H -0.750 -2.054 -0.756 -0.052 -0.016 0.140 0.200
H -7.522 -1.179 -0.583 0.017 0.028 -0.029 0.175
H 2.339 0.320 2.590 -0.119 -0.043 -0.138 0.233
H -4.399 1.634 0.822 -0.046 0.133 0.051 0.224
H -5.413 -1.906 -1.345 -0.091 -0.021 -0.042 0.210
```
Forces are in eV/Å.

For the HOMO-LUMO gap, the calculation gives 8.6993 eV. As for the charge: 0. The HOMO energy comes out at -8.2 eV. Its relative energy (zero: lowest compared OMol25 entry of this formula, charge and spin) is 33.02 kcal per mole. Its structure (SMILES) is COc1ccc(CNC(=O)CN(c2cccc(OC)c2)S(C)(=O)=O)cc1.

Entry from the Open Molecules 2025 dataset: C4H12N4ORuSSe4 as an isolated structure (wB97M-V/def2-TZVPD).

XYZ file:
```
27
Properties=species:S:1:pos:R:3:forces:R:3:nbo_charge:R:1
Ru 7.705 11.284 7.423 1.662 -0.266 -3.193 0.376
Se 10.335 13.763 6.638 0.282 -0.433 0.522 0.144
Se 10.054 10.694 7.081 -0.308 -1.876 -0.306 0.217
Se 11.678 12.074 7.792 -0.306 1.440 -0.156 0.190
Se 8.536 13.249 8.117 0.821 2.207 0.653 0.143
S 7.117 10.120 9.185 -0.573 -1.028 2.079 0.028
O 7.141 10.145 5.502 0.287 1.242 0.718 -0.734
N 4.929 10.741 7.876 -0.672 1.453 -1.095 -0.445
N 6.754 7.997 4.932 2.574 -0.060 0.585 -0.352
N 4.566 9.633 9.874 -1.429 0.436 -1.340 -0.720
N 5.731 11.743 7.112 -0.979 -2.925 1.481 -0.576
C 5.348 8.166 4.680 -0.006 -1.919 0.515 -0.418
C 7.342 6.626 4.955 0.174 0.000 -1.460 -0.425
C 7.568 9.001 5.273 -1.195 -1.706 -0.615 0.545
C 5.400 10.227 9.030 0.239 -0.561 -0.465 0.320
H 5.488 11.661 6.135 -0.056 -0.056 -0.320 0.438
H 5.626 12.656 7.472 -1.020 1.299 0.464 0.418
H 5.100 9.194 4.764 -0.383 0.751 -0.305 0.219
H 8.628 8.731 5.310 -0.030 0.080 0.207 0.165
H 3.556 9.524 9.550 1.831 0.142 1.346 0.436
H 7.684 6.251 3.939 -0.700 0.608 1.076 0.239
H 4.901 9.319 10.785 -0.311 -0.168 -0.466 0.462
H 3.943 10.659 7.597 0.578 0.366 0.362 0.424
H 6.617 5.944 5.374 -0.286 -0.152 -0.039 0.230
H 4.817 7.562 5.444 -0.026 0.448 -0.394 0.212
H 5.158 7.694 3.712 -0.366 0.500 -0.009 0.243
H 8.204 6.599 5.606 0.199 0.179 0.154 0.221
```
Forces are in eV/Å.

For the HOMO-LUMO gap (alpha / beta), the calculation gives 7.0120 / 5.5937 eV. Its expectation value of S² is 6.0315. As for the charge: +2. The HOMO energy (alpha / beta) comes out at -14.2 / -14.8 eV. Its relative energy (zero: lowest compared OMol25 entry of this formula, charge and spin) is 29.90 kcal per mole. As for the spin multiplicity: 5.

Look up the charge of the first one. 0

Among the records above, which one has the highest relative energy (zero: lowest compared OMol25 entry of this formula, charge and spin)? C18H22N2O5S

The highest relative energy (zero: lowest compared OMol25 entry of this formula, charge and spin) belongs to which entry? C18H22N2O5S

The highest charge belongs to which entry? C4H12N4ORuSSe4